56
Properties=species:S:1:pos:R:3:forces:R:3:lowdin_spin:R:1 method="wB97M-V/def2-TZVPD" e_above_lowest_kcal_mol=0.00 total_charge=+1 energy_ha=-2550.5891 s_squared=8.760 gap_ev="7.558 / 6.977" spin_multiplicity=6
Ru 1.441137 0.380827 -0.441300 -0.260 0.316 -0.044 3.86
S 2.929387 0.774869 -2.478672 -0.115 -0.277 0.275 0.00
S 1.935158 1.025066 1.943322 0.025 -0.117 0.025 0.17
O 2.567072 -0.666281 -2.376859 -0.028 0.110 -0.042 0.14
O 3.817523 1.176817 -3.504437 0.001 0.019 -0.027 0.03
O 1.592409 1.491434 -2.433124 0.008 0.002 0.190 0.20
O 3.439032 1.069898 -1.041497 0.344 -0.041 -0.140 0.16
N -0.423711 -0.927305 -0.341773 0.005 -0.257 -0.080 0.08
N 2.748793 3.642376 1.394894 0.072 0.021 -0.135 0.01
N -2.839421 3.150865 -0.748769 -0.059 -0.044 0.011 0.00
N -6.150721 -5.075504 -0.314712 -0.004 -0.010 0.003 0.00
N 2.612493 4.572934 3.376173 -0.045 -0.057 0.086 0.01
N 2.025501 -1.831544 0.157430 0.013 0.079 -0.173 0.09
N 2.847712 3.580886 -0.001463 -0.061 0.175 0.088 0.00
N -0.497484 1.715809 -0.523479 0.024 -0.127 -0.055 0.10
N 2.239811 3.273733 3.403710 -0.011 -0.040 0.194 0.02
N 2.724944 -4.476840 -0.179136 -0.027 0.004 -0.007 0.00
C -4.933975 -5.573203 -0.504380 0.018 -0.012 -0.009 0.00
C 1.096401 -2.748342 -0.130172 0.120 -0.100 0.059 0.01
C -0.293344 -2.255561 -0.246915 -0.108 0.082 0.024 0.01
C -1.659349 3.747590 -0.792501 0.093 0.050 -0.007 0.00
C 3.630409 -3.557380 0.116850 -0.005 0.034 0.014 0.00
C -5.155346 -2.908356 -0.111798 0.000 -0.013 0.048 0.00
C -3.780665 -4.802837 -0.509018 -0.016 -0.003 -0.044 0.00
C -3.878510 -3.428294 -0.309022 -0.058 -0.027 -0.001 0.00
C -2.781690 -1.170213 -0.399238 -0.015 -0.016 -0.038 0.00
C 3.287950 -2.218315 0.270869 -0.033 0.055 -0.004 0.01
C -2.848695 1.830404 -0.614392 -0.027 0.047 -0.022 0.00
C -0.473055 3.032588 -0.680324 0.059 -0.027 -0.002 0.01
C -6.246009 -3.764971 -0.121837 -0.006 0.031 0.008 0.00
C -1.677602 1.089620 -0.509860 -0.071 0.153 -0.016 0.01
C 1.465557 -4.074090 -0.309748 0.063 0.009 0.027 0.00
C -1.393752 -3.092837 -0.224127 0.088 0.001 0.054 0.00
C 2.309060 2.670333 2.215233 -0.001 0.136 -0.153 0.03
C -1.642774 -0.386780 -0.406719 -0.052 -0.083 -0.004 0.01
C 3.373422 6.079589 1.563629 0.011 -0.007 -0.036 0.00
C -2.675335 -2.557717 -0.313321 -0.072 0.016 0.002 0.01
C 2.912002 4.794262 2.135078 0.047 0.042 -0.124 0.00
H 3.141340 2.640038 -0.296251 0.088 -0.140 0.022 0.00
H 3.597250 4.207341 -0.280341 -0.044 0.055 0.015 0.00
H -7.244094 -3.371212 0.036098 0.025 -0.022 -0.007 0.00
H -5.333723 -1.858014 0.071183 0.038 -0.007 0.009 0.00
H -1.643253 4.822554 -0.924079 -0.020 -0.022 0.006 0.00
H 4.027818 -1.453774 0.468508 -0.003 0.018 -0.013 0.00
H 2.700472 6.419213 0.775123 0.003 -0.007 0.004 0.00
H -1.249082 -4.154530 -0.105117 -0.004 -0.006 0.006 0.00
H 4.659610 -3.876145 0.222377 -0.022 -0.024 -0.006 0.00
H -2.837380 -5.297796 -0.691998 0.007 0.039 -0.013 0.00
H 4.377160 5.985836 1.144627 -0.006 -0.004 0.004 0.00
H -4.869734 -6.643538 -0.666133 -0.012 0.028 0.008 0.00
H 0.500109 3.506762 -0.729987 0.003 -0.006 0.000 0.00
H -3.750494 -0.704990 -0.477521 0.000 -0.005 -0.014 0.00
H 0.743015 -4.832286 -0.583632 0.000 0.014 0.007 0.00
H 1.962159 2.841867 4.269528 -0.001 -0.019 0.021 0.00
H 3.399195 6.822381 2.355661 -0.008 -0.001 0.005 0.00
H -3.824719 1.362760 -0.596643 0.039 -0.014 0.000 0.00

=====

20
Properties=species:S:1:pos:R:3:forces:R:3:lowdin_charge:R:1 method="wB97M-V/def2-TZVPD" e_above_lowest_kcal_mol=55.24 total_charge=0 smiles="C=C(N)C[C@H](N)CO" energy_ha=-382.4145 gap_ev=8.751
O -1.166902 0.735425 2.702141 -0.590 0.827 1.414 -0.09
N -0.214970 -1.640191 0.736793 1.283 2.202 0.070 0.06
N 1.392314 -0.987211 -2.127482 -2.064 -0.716 1.107 0.06
C 0.989659 0.145448 -1.345057 3.401 1.218 -1.801 -0.42
C -1.638329 0.430425 1.399537 1.109 1.253 0.084 -0.23
C -0.413127 -0.130904 0.650456 -0.924 -1.502 -0.993 -0.31
C -0.418331 0.313719 -0.869372 0.254 -2.877 0.651 -0.11
C 1.925125 1.113093 -1.184766 -0.721 -0.196 -0.048 0.02
H 1.044403 -1.845494 -1.685104 0.291 0.315 -0.432 0.07
H -1.969124 1.399210 0.974205 0.035 -0.640 -0.352 0.12
H 0.151299 -1.906083 1.645119 -0.067 0.193 -0.073 0.07
H -1.043804 -0.342490 -1.527137 0.178 0.263 0.847 0.13
H -2.467568 -0.246480 1.458137 -0.540 -0.575 -0.221 0.11
H 0.477343 0.247345 1.131857 0.045 0.565 -0.060 0.13
H -0.845036 1.281204 -0.948358 0.219 1.151 -0.180 0.09
H 2.349450 -1.094253 -2.442832 -0.182 0.557 0.506 0.08
H 2.964501 1.113183 -1.500745 -0.185 -0.695 -0.129 0.05
H -1.063871 -2.103067 0.616858 -1.705 -0.907 -0.285 0.04
H 1.658286 2.064613 -0.796710 -0.481 0.660 0.514 0.03
H -1.711319 1.452509 3.112459 0.644 -1.095 -0.617 0.11

=====

19
Properties=species:S:1:pos:R:3:forces:R:3:lowdin_charge:R:1 method="wB97M-V/def2-TZVPD" e_above_lowest_kcal_mol=102.61 total_charge=0 smiles="CSCOC1=C=CNC(=O)N1" energy_ha=-891.4770 gap_ev=8.306
S -3.121234 -0.502688 -0.986221 0.832 0.531 -1.081 0.84
O 3.171988 -2.037912 -0.425895 -1.067 0.942 0.284 0.06
O -0.766034 0.042517 -0.074390 2.217 0.640 0.522 -0.16
N 3.178010 0.247506 -0.519755 -0.971 -0.057 0.607 0.11
N 1.243194 -0.775562 0.272366 1.677 -2.875 -0.521 0.16
C 2.608852 -0.966175 -0.266638 -1.401 -0.515 0.864 -0.45
C -1.815154 0.704796 -0.750106 0.677 1.962 -0.753 -0.51
C 1.392071 1.494050 0.296442 -2.319 1.168 -0.534 0.03
C 2.703435 1.359270 0.150458 0.338 0.659 -1.501 -0.15
C 0.588099 0.412797 0.024454 -0.871 -2.350 1.951 -0.29
C -3.478181 -0.816926 0.726008 1.018 1.571 0.534 -0.42
H -2.260500 1.535122 -0.100888 0.914 -0.770 -1.017 0.11
H -1.318714 1.078470 -1.729024 -1.623 -0.320 1.376 0.13
H -3.840285 -1.818688 0.596455 -0.624 -0.316 1.297 0.02
H -4.060176 0.008186 1.121548 -1.438 -0.523 -0.166 0.03
H 3.473405 2.108151 0.290393 -0.137 0.053 0.716 0.11
H 0.804658 -1.665561 0.668733 0.580 1.834 -1.127 0.20
H -2.631133 -0.639157 1.418280 0.246 -1.274 -0.796 0.05
H 4.127694 0.231804 -0.712224 1.951 -0.361 -0.655 0.13

=====

82
Properties=species:S:1:pos:R:3:forces:R:3:lowdin_spin:R:1 method="wB97M-V/def2-TZVPD" e_above_lowest_kcal_mol=125.97 total_charge=+2 energy_ha=-2574.9269 s_squared=8.802 gap_ev="5.985 / 6.414" spin_multiplicity=6
Ru 0.137320 0.157509 0.597977 -0.419 -0.049 0.409 1.68
S -1.308923 -0.454788 2.899355 -0.416 -0.305 0.052 0.13
Si -3.105231 -0.001087 1.345724 0.072 0.001 0.649 0.04
O -0.254946 -0.335860 -1.932276 0.110 -0.032 0.008 0.14
N 1.661818 0.639741 2.194968 -0.188 0.120 -0.273 0.04
N 1.439924 2.987381 2.021426 -0.043 -0.072 0.018 0.00
N -1.839740 -3.109033 3.384548 0.066 -0.137 -0.066 0.16
N 2.022065 -0.336422 -0.507994 -0.555 -0.708 0.041 0.17
N -0.031354 2.214328 0.303380 -0.037 0.458 -0.168 0.00
N -2.079233 -0.182980 0.041960 0.845 0.198 0.393 0.03
N 0.315651 -1.887750 0.781490 0.324 -0.381 -0.370 -0.03
N -0.384409 -2.640379 1.629714 0.094 -0.153 -0.059 0.02
C 0.238784 4.556621 0.741836 -0.035 0.121 -0.057 0.00
C 3.039938 2.076298 3.514321 0.062 0.062 0.045 0.00
C 1.377997 -1.551226 -3.345109 0.074 -0.016 0.238 0.09
C 1.129170 -2.480724 -0.080348 -0.438 -0.256 0.482 0.15
C 2.795807 -0.181480 -4.778400 0.056 0.083 -0.045 0.02
C 3.736580 0.115298 -2.366287 -0.088 0.177 0.128 0.08
C -3.304639 -0.164764 -3.994693 -0.054 0.001 -0.023 0.00
C -1.090515 -2.187382 2.700564 -0.037 0.490 0.134 0.38
C -3.853747 -0.073815 -1.658057 0.154 -0.029 0.081 0.00
C -3.579321 1.701957 1.967704 0.048 -0.267 -0.131 0.01
C 2.584816 0.610169 -1.420850 0.234 0.172 -0.530 0.09
C 2.289395 -0.405544 2.764583 0.181 -0.129 0.164 0.01
C 0.760759 -0.268766 -2.875015 -0.005 0.090 -0.319 0.57
C 3.662180 0.999660 4.094520 -0.099 0.055 -0.087 0.00
C 2.942428 0.727941 -3.596482 0.049 -0.092 -0.042 0.06
C 2.059416 -1.279619 -4.665355 -0.025 -0.073 -0.058 0.03
C -4.312529 -1.356363 1.816457 0.067 0.271 -0.249 0.00
C -1.876875 -0.408039 4.637206 -0.050 0.112 -0.214 0.04
C 3.275927 -0.284267 3.709356 -0.012 -0.047 -0.016 0.00
C 1.683099 0.864435 -2.709571 -0.019 0.138 0.369 0.08
C -0.620110 4.895412 -0.274436 0.104 -0.098 0.110 0.00
C 1.888302 -1.574939 -0.901046 0.611 0.678 -0.301 0.08
C 2.447698 -2.014045 -2.247173 -0.273 -0.065 0.146 0.12
C -2.510003 -0.197115 -1.287114 0.043 -0.070 -0.010 0.00
C -0.862575 2.574028 -0.705009 -0.131 0.212 -0.140 0.00
C -4.248903 -0.066318 -2.985350 -0.104 0.000 -0.017 0.00
C -1.580771 -0.290110 -2.334366 -0.305 0.046 -0.073 0.03
C -1.962435 -0.266184 -3.664226 0.176 -0.069 0.081 0.02
C -1.179658 3.868522 -1.027855 -0.013 -0.050 -0.026 0.00
C 3.767312 -1.345419 -2.382366 0.207 -0.049 -0.045 0.61
C 1.270289 -3.965599 -0.255523 0.032 0.176 0.021 0.02
C 2.034057 1.863421 2.558407 0.057 -0.196 0.066 0.01
C 0.530528 3.210224 1.002638 -0.043 -0.088 -0.088 0.00
H 0.703726 5.324660 1.346196 0.012 -0.017 0.007 0.00
H 4.683676 -1.913029 -2.420366 -0.030 -0.015 -0.047 0.03
H -4.498364 -1.382021 2.892018 -0.004 0.050 0.007 0.00
H 0.832954 -4.561790 0.542763 0.052 -0.031 -0.009 0.00
H -0.844515 5.932305 -0.483197 0.005 0.008 0.018 0.00
H -5.298301 0.030627 -3.229848 0.011 -0.009 0.001 0.00
H -0.286137 -3.641042 1.546826 0.034 -0.070 0.024 0.00
H 1.169991 1.827665 -2.711907 0.013 -0.014 -0.018 0.01
H -5.280945 -1.195175 1.335419 0.010 0.042 0.009 0.00
H 3.325007 0.061832 -5.691127 -0.047 -0.054 -0.024 0.00
H -4.343559 2.145615 1.324023 -0.003 -0.026 -0.025 0.00
H 4.439980 1.147782 4.830977 0.002 0.017 -0.001 0.00
H 0.621371 -2.333378 -3.424244 -0.032 0.036 -0.021 0.00
H -3.605236 -0.149421 -5.032831 0.002 -0.003 0.008 0.00
H -2.715722 2.370716 1.954413 0.016 -0.020 -0.040 0.00
H -1.852519 4.066389 -1.849489 0.003 -0.030 0.000 0.00
H 3.742968 -1.161947 4.131564 -0.028 -0.013 -0.022 0.00
H 1.929671 -1.983291 -5.477151 0.044 0.030 -0.019 0.00
H 1.976823 -1.384832 2.430612 -0.015 0.032 -0.032 0.00
H -1.197680 -0.321188 -4.430160 -0.037 0.015 -0.025 0.01
H 3.358467 1.694855 -3.867287 -0.040 0.019 0.005 0.00
H 2.325996 -4.232765 -0.297803 -0.009 -0.045 -0.028 0.00
H -1.295545 1.771010 -1.274536 0.013 -0.061 0.026 0.00
H 2.550089 -3.094817 -2.304052 -0.001 -0.019 0.017 0.00
H -2.101981 -3.973006 2.934853 -0.153 0.044 -0.043 0.01
H -4.599454 0.027716 -0.871859 -0.063 -0.001 -0.080 0.00
H -3.952637 -2.332603 1.491953 0.042 0.017 -0.011 0.00
H 0.804990 -4.285025 -1.190424 -0.028 -0.031 0.008 0.01
H -2.919066 -0.709686 4.723437 0.007 -0.007 -0.007 0.00
H -3.986003 1.674723 2.980948 -0.018 -0.046 -0.011 0.00
H -1.223629 -1.037895 5.236745 0.041 0.009 -0.031 0.00
H 3.320393 3.088100 3.778118 -0.002 -0.010 0.009 0.00
H -1.773668 0.627917 4.951759 -0.023 0.003 0.004 0.00
H 2.831942 1.537105 -0.905591 -0.039 -0.033 0.043 0.01
H -2.468223 -2.796650 4.100905 0.004 -0.035 0.052 0.00
H 1.810750 3.840775 2.403366 -0.013 0.065 0.025 0.00
H 4.709028 0.566818 -2.188272 -0.001 -0.026 0.005 0.00

=====

Copy entry 2 word for word.
20
Properties=species:S:1:pos:R:3:forces:R:3:lowdin_charge:R:1 method="wB97M-V/def2-TZVPD" e_above_lowest_kcal_mol=55.24 total_charge=0 smiles="C=C(N)C[C@H](N)CO" energy_ha=-382.4145 gap_ev=8.751
O -1.166902 0.735425 2.702141 -0.590 0.827 1.414 -0.09
N -0.214970 -1.640191 0.736793 1.283 2.202 0.070 0.06
N 1.392314 -0.987211 -2.127482 -2.064 -0.716 1.107 0.06
C 0.989659 0.145448 -1.345057 3.401 1.218 -1.801 -0.42
C -1.638329 0.430425 1.399537 1.109 1.253 0.084 -0.23
C -0.413127 -0.130904 0.650456 -0.924 -1.502 -0.993 -0.31
C -0.418331 0.313719 -0.869372 0.254 -2.877 0.651 -0.11
C 1.925125 1.113093 -1.184766 -0.721 -0.196 -0.048 0.02
H 1.044403 -1.845494 -1.685104 0.291 0.315 -0.432 0.07
H -1.969124 1.399210 0.974205 0.035 -0.640 -0.352 0.12
H 0.151299 -1.906083 1.645119 -0.067 0.193 -0.073 0.07
H -1.043804 -0.342490 -1.527137 0.178 0.263 0.847 0.13
H -2.467568 -0.246480 1.458137 -0.540 -0.575 -0.221 0.11
H 0.477343 0.247345 1.131857 0.045 0.565 -0.060 0.13
H -0.845036 1.281204 -0.948358 0.219 1.151 -0.180 0.09
H 2.349450 -1.094253 -2.442832 -0.182 0.557 0.506 0.08
H 2.964501 1.113183 -1.500745 -0.185 -0.695 -0.129 0.05
H -1.063871 -2.103067 0.616858 -1.705 -0.907 -0.285 0.04
H 1.658286 2.064613 -0.796710 -0.481 0.660 0.514 0.03
H -1.711319 1.452509 3.112459 0.644 -1.095 -0.617 0.11